{
  "formula": "C39H47MnN3O4PS2",
  "method": "ωB97M-V/def2-TZVPD",
  "elements": ["Mn", "O", "C", "O", "C", "P", "C", "C", "C", "C", "C", "C", "C", "C", "C", "C", "C", "C", "H", "H", "H", "H", "H", "H", "H", "H", "H", "H", "H", "H", "N", "C", "C", "C", "N", "H", "H", "H", "H", "H", "H", "H", "H", "H", "H", "O", "S", "C", "C", "C", "C", "S", "O", "C", "C", "C", "C", "C", "C", "C", "C", "C", "C", "C", "C", "H", "H", "H", "H", "H", "H", "H", "H", "H", "H", "H", "H", "H", "H", "H", "H", "H", "H", "C", "C", "C", "C", "N", "C", "C", "H", "H", "H", "H", "H", "H", "H"],
  "positions_angstrom": [[-0.7274, 1.0027, 0.5184], [-3.1957, 3.7499, -1.5538], [-2.3060, 2.9310, -1.4612], [-2.3021, 1.9295, -0.6267], [-1.0278, 3.0628, -2.2955], [-0.2271, 1.4268, -2.2061], [1.2077, 1.4327, -3.3393], [2.1919, 2.3899, -3.0756], [3.3707, 2.4269, -3.8020], [3.5974, 1.4846, -4.7970], [2.6373, 0.5179, -5.0554], [1.4488, 0.4890, -4.3333], [-1.4645, 0.4376, -3.1404], [-1.7773, 0.8258, -4.4432], [-2.7495, 0.1642, -5.1785], [-3.4310, -0.9054, -4.6164], [-3.1353, -1.2990, -3.3183], [-2.1660, -0.6274, -2.5876], [-0.4015, 3.8233, -1.8240], [-1.2599, 3.3836, -3.3091], [2.0345, 3.1235, -2.2907], [4.1120, 3.1863, -3.5897], [4.5155, 1.5088, -5.3689], [2.8074, -0.2199, -5.8291], [0.7205, -0.2836, -4.5482], [-1.2568, 1.6622, -4.8961], [-2.9749, 0.4887, -6.1857], [-4.1907, -1.4247, -5.1859], [-3.6705, -2.1270, -2.8706], [-1.9512, -0.9512, -1.5785], [-2.7753, 0.3160, 1.2397], [-3.4612, 0.9636, 2.3719], [-2.7054, 0.8519, 3.6802], [-1.4452, 1.6955, 3.7406], [-0.4332, 1.1747, 2.8012], [-3.1966, 0.6506, 0.3722], [-2.9154, -0.6926, 1.2633], [-4.4743, 0.5715, 2.4823], [-3.5623, 2.0207, 2.1129], [-2.4519, -0.1948, 3.8862], [-3.3734, 1.1644, 4.4857], [-1.0523, 1.6980, 4.7597], [-1.6693, 2.7315, 3.4740], [-0.2429, 0.2024, 3.0236], [0.4615, 1.6376, 2.9244], [1.8406, -0.6429, 2.2146], [2.5772, -1.4317, 3.2610], [3.7420, -2.4755, 2.3733], [3.2137, -3.5803, 1.4588], [2.1532, -3.2126, 0.4183], [2.5176, -2.0478, -0.4794], [1.1011, -1.3023, -1.2753], [-0.0141, -1.0616, -0.2771], [0.5967, -2.6932, -2.2616], [-0.5338, -3.4121, -1.9166], [-0.9218, -4.4747, -2.7242], [-0.1904, -4.7970, -3.8560], [0.9357, -4.0557, -4.1970], [1.3324, -2.9933, -3.4029], [1.4622, -2.6644, 3.8797], [1.8555, -3.4217, 4.9765], [0.9863, -4.3720, 5.4856], [-0.2693, -4.5472, 4.9122], [-0.6558, -3.7743, 3.8273], [0.2114, -2.8224, 3.3007], [4.3806, -2.8893, 3.1583], [4.3520, -1.7435, 1.8389], [2.8197, -4.3924, 2.0722], [4.0918, -3.9878, 0.9493], [1.2052, -2.9900, 0.9005], [1.9858, -4.0977, -0.1978], [3.1453, -2.3327, -1.3286], [2.9998, -1.2267, 0.0447], [-1.0940, -3.1388, -1.0340], [-1.8029, -5.0485, -2.4684], [-0.5017, -5.6206, -4.4843], [1.4981, -4.3000, -5.0879], [2.1938, -2.3965, -3.6826], [2.8249, -3.2677, 5.4365], [1.2833, -4.9677, 6.3381], [-0.9454, -5.2879, 5.3174], [-1.6317, -3.9178, 3.3833], [-0.0629, -2.2239, 2.4312], [-0.1377, 7.0993, 3.2258], [-0.2353, 5.8017, 2.4777], [0.8758, 4.9893, 2.2723], [0.7307, 3.8177, 1.5593], [-0.4305, 3.3887, 1.0458], [-1.5016, 4.1731, 1.2396], [-1.4377, 5.3667, 1.9384], [0.8136, 7.1905, 3.7466], [-0.9437, 7.1890, 3.9539], [-0.2279, 7.9396, 2.5353], [1.8503, 5.2726, 2.6485], [1.5959, 3.1848, 1.3829], [-2.4273, 3.8404, 0.7946], [-2.3381, 5.9584, 2.0452]],
  "forces_ev_per_angstrom": [[-0.5231, 0.5023, -0.3561], [-0.0584, 0.0833, -0.1251], [0.0481, -0.1113, 0.3584], [0.0368, 0.3724, -0.3343], [0.0439, 0.0201, -0.1722], [-0.0598, -0.4647, 0.0031], [0.1163, 0.4421, 0.1489], [-0.0240, 0.0353, -0.0526], [-0.0038, -0.0560, -0.0087], [-0.0153, 0.0240, -0.0031], [-0.0433, -0.0123, 0.0495], [0.0346, -0.0389, 0.0044], [0.0338, 0.1305, -0.1386], [-0.0143, 0.0425, -0.1302], [0.0690, 0.0216, 0.0466], [0.0308, -0.0318, 0.0910], [-0.0599, 0.0317, -0.1233], [0.0344, -0.0546, 0.0989], [0.0284, -0.0019, -0.0272], [-0.0242, 0.0580, 0.0140], [-0.0154, -0.0086, -0.0113], [0.0044, -0.0015, -0.0089], [0.0008, -0.0102, -0.0061], [0.0025, -0.0042, -0.0234], [-0.0667, 0.0595, -0.0025], [0.0133, -0.0197, -0.0059], [-0.0057, -0.0019, 0.0007], [-0.0059, -0.0024, 0.0156], [0.0124, -0.0081, 0.0075], [0.0005, 0.0828, 0.0195], [-0.0877, -0.7927, -0.0478], [-0.0189, 0.1570, -0.1907], [-0.0439, -0.0564, 0.1220], [0.0807, -0.0001, -0.1281], [0.3739, -0.4470, -0.2396], [-0.0511, 0.0226, 0.0640], [-0.0203, 0.0919, 0.1898], [-0.0071, -0.0312, 0.0498], [-0.0303, -0.0129, -0.0373], [-0.0112, -0.0265, -0.0001], [0.0319, 0.0152, 0.0118], [0.0082, 0.0069, 0.0274], [0.0088, -0.0460, -0.0117], [0.1190, -0.0992, 0.1389], [-0.0378, 0.0305, 0.1501], [-0.1160, 0.0231, 0.1231], [0.0252, 0.4942, -0.1894], [0.0840, -0.1291, -0.0108], [0.0940, 0.0095, 0.0491], [0.1038, -0.1384, 0.0564], [0.0794, -0.1247, 0.1636], [-0.1572, 0.5383, -0.6197], [0.0707, -0.1647, 0.7525], [-0.1295, -0.0844, 0.0675], [0.1027, -0.1641, -0.1174], [-0.0443, 0.0291, 0.1004], [0.0499, 0.0418, -0.0506], [-0.0486, -0.0546, 0.0139], [-0.0223, 0.0446, 0.0264], [-0.1647, -0.2132, -0.0132], [-0.0668, 0.0092, -0.0151], [-0.0727, -0.0295, -0.0045], [0.0880, 0.0078, 0.0364], [0.0614, 0.0644, -0.0465], [-0.0384, -0.0088, -0.0683], [0.0189, -0.0971, -0.0711], [-0.0033, 0.0084, -0.0233], [-0.0279, 0.0087, 0.0287], [-0.0091, -0.0320, -0.0087], [-0.0134, 0.0533, 0.1032], [-0.0559, 0.0011, -0.0215], [0.0677, 0.0094, 0.0624], [-0.0090, 0.0551, 0.1193], [-0.0234, 0.0052, 0.0329], [0.0002, -0.0008, 0.0017], [-0.0025, -0.0049, 0.0040], [0.0016, -0.0014, -0.0072], [-0.0106, 0.0174, 0.0410], [0.0016, 0.0219, -0.0124], [-0.0136, -0.0120, -0.0049], [-0.0101, 0.0050, 0.0005], [-0.0238, 0.0040, -0.0082], [0.0465, -0.0474, 0.2236], [-0.0164, -0.0296, -0.0179], [0.0606, 0.0979, 0.0842], [-0.0185, 0.0583, -0.0400], [-0.0074, -0.1331, -0.1640], [0.2167, 0.1041, 0.1046], [0.2891, -0.0220, -0.0686], [-0.1408, -0.0133, -0.0683], [0.0016, -0.0085, -0.0047], [-0.0024, 0.0022, -0.0044], [-0.0009, -0.0068, -0.0039], [-0.0114, -0.0051, 0.0186], [-0.0074, -0.0270, 0.0025], [-0.1042, -0.0531, 0.0037], [0.0044, 0.0020, 0.0177]],
  "e_homo_ev": [-10.239, -10.497],
  "total_charge": 1,
  "gap_ha": [0.3105, 0.3186],
  "spin_multiplicity": 6
}